1.
C5H7OP | wB97M-V/def2-TZVPD

The geometry in XYZ format:
```
14
Properties=species:S:1:pos:R:3:forces:R:3
C -0.10804 0.84367 -0.43188 -1.0982 0.2393 -0.8777
C -0.97080 -1.41748 0.68302 2.7155 -0.1036 -0.9998
P 1.03519 -0.88210 -2.46537 -0.1366 0.0374 0.0872
C 1.18218 0.41779 -1.18081 -1.8391 1.3438 -1.7419
H 1.98911 0.16599 -0.57539 1.3537 -0.2690 1.4980
H -0.25566 -2.08766 0.10369 -0.5555 0.7512 0.6317
H -1.23010 -2.00242 1.55893 -0.2981 0.5901 0.2408
H 1.41747 1.36937 -1.68700 0.5540 -0.4238 -0.2811
C -0.37789 -0.01333 0.80910 -0.2552 -0.6203 -0.1865
C -0.05900 0.63456 1.88857 -0.3352 0.7648 0.0226
O 0.16355 1.42482 2.71000 0.2994 -0.1795 0.6972
H -0.98661 0.82170 -1.19081 1.1585 -0.3783 1.2874
H -1.73410 -1.22895 -0.01124 -1.7586 -0.4385 -0.6087
H -0.06529 1.95403 -0.21080 0.1954 -1.3136 0.2308
```
Forces are in eV/Å.

calculated total energy: -16630.5744 eV

---

2.
C27H33FN7S4SiTi | wB97M-V/def2-TZVPD

The geometry in XYZ format:
```
74
Properties=species:S:1:pos:R:3:forces:R:3
N 0.25128 0.11540 0.73903 -2.1412 0.0064 -0.8754
C -4.61154 -3.36022 -0.41837 0.0555 0.0735 -0.0194
C 2.58675 3.44075 2.09736 0.1437 -0.0711 0.0132
C 3.25349 1.61676 -0.69231 0.4339 0.4469 -0.3727
H -2.33904 -1.90528 3.57271 0.0035 0.0061 0.0151
H -4.58249 2.49199 2.15470 0.0053 -0.0338 -0.0341
C -1.09073 -0.77893 2.50061 -0.0763 -0.0963 -0.0170
C 1.04151 0.30782 -5.21465 0.0325 -0.0111 0.0012
H 5.25782 3.38544 2.99061 0.0211 0.0197 -0.0065
H 2.64812 4.71438 -1.92384 -0.0387 0.0126 -0.0184
C -0.46942 1.87771 -4.16513 0.1049 0.0346 0.2060
C -4.82564 2.53705 -1.44587 -0.0412 -0.0140 -0.0525
C 0.46920 2.33520 -6.36027 -0.0718 0.0000 0.0979
H -5.45650 -0.08427 -0.38696 0.0242 -0.0316 -0.0018
N 1.37041 1.93437 3.11330 -0.1229 0.0561 -0.0212
C -5.38610 -2.21060 -0.37380 0.0002 -0.0161 0.0083
N -2.79103 0.47952 -0.49150 0.5072 0.1462 0.0338
Ti -0.80548 0.85252 -0.98465 1.7667 -0.0560 0.6105
H -5.52858 1.76259 -1.76570 0.0231 0.0393 0.0042
C -0.33412 2.69780 -5.29047 0.0216 0.0165 -0.0474
Si -3.68487 1.92138 -0.09258 -0.0343 0.1881 0.3376
H -6.46553 -2.28824 -0.31638 0.0183 0.0064 0.0001
H -5.41068 3.38642 -1.07487 0.0458 -0.0328 -0.0177
H -1.71422 -2.69348 2.21692 -0.0038 0.0104 0.0048
H 0.33144 3.92330 -1.52848 0.0198 0.0594 0.0090
H -2.83184 3.92435 1.06008 -0.0028 -0.0188 -0.0432
S 0.10539 -0.44278 -2.76102 -0.1655 0.0555 0.0488
C 1.91784 1.26981 -0.37681 -0.1784 -1.0793 0.9072
H 1.98440 -1.97584 0.42654 0.0202 -0.0761 -0.0115
S -1.68740 0.64929 3.14666 0.0686 0.0614 -0.0325
C 4.84619 2.45790 2.59280 -0.0712 -0.0056 -0.0010
C -2.41975 3.27356 0.28212 -0.0387 -0.0296 -0.0265
N 3.40378 2.47834 2.68125 0.0091 0.1031 0.0506
N -1.56558 -1.99804 2.93514 -0.0503 -0.0801 0.0518
H -4.47639 0.74614 1.96974 -0.0080 0.0320 0.0009
H 5.15544 2.33566 1.55289 -0.0154 0.0111 0.0382
F -1.32925 -1.86026 -0.60644 -0.0092 -0.0165 -0.1090
N -0.14073 -0.90199 1.57909 0.1809 0.1567 0.3254
C 1.18488 3.31680 -1.25730 0.5589 0.9033 -0.2745
H -1.48363 2.86923 0.68400 -0.0104 0.0146 0.0266
C 1.16302 1.13042 -6.32375 -0.0209 -0.0440 0.0758
C 2.64553 1.54012 3.31508 0.0431 -0.0993 -0.1524
H 5.20089 1.61814 3.18493 0.0003 -0.0202 -0.0033
H -5.80832 1.64119 1.21083 0.0271 -0.0195 0.0120
H 3.31760 -0.97894 -0.08647 0.0304 -0.0018 0.0512
C 1.31757 3.08783 2.35786 -0.0725 -0.0766 0.0710
S 3.17718 0.16790 4.14884 -0.0212 0.1116 -0.0145
C -4.80767 -0.95030 -0.41059 0.0013 0.0757 -0.0088
H 4.54506 3.11926 -1.46115 0.0076 -0.0062 0.0226
C -3.23085 -3.21380 -0.50919 -0.0583 -0.0436 -0.0052
H -5.06128 -4.34367 -0.40011 0.0031 0.0093 0.0042
H 1.57625 -0.63402 -5.17142 0.0052 0.0213 -0.0074
C 2.47816 -1.01669 0.60337 -0.0584 0.0680 0.1324
C -2.68826 -1.95267 -0.53684 0.0118 0.1020 0.0181
N 0.88940 2.11639 -0.73938 -1.4837 -0.9384 -0.4855
C 0.23394 0.66223 -4.13176 0.0561 0.1026 0.0752
H 4.05390 0.92435 -0.46804 -0.0070 0.0137 -0.0241
S -1.52213 2.37358 -2.84688 -0.3295 -0.1593 -0.0651
H -2.56477 -4.06609 -0.57336 -0.0092 0.0184 0.0066
H 0.38366 3.52835 2.05680 0.0265 -0.0247 0.0089
C 1.53854 0.11745 0.34102 1.2359 0.9536 -0.6859
H 2.84896 -0.99761 1.63362 -0.0002 -0.0937 -0.0235
C -3.41345 -0.74918 -0.48117 0.0499 -0.1328 -0.0726
H -2.19185 3.88356 -0.59322 0.0315 -0.0040 0.0229
H 0.55357 2.99132 -7.21895 -0.0056 -0.0092 0.0203
C -4.74139 1.66925 1.45166 -0.0469 -0.0201 0.0345
H 1.79531 0.83335 -7.15238 -0.0165 -0.0010 0.0231
H 0.54436 1.38543 3.35134 0.0759 0.0289 0.0344
H -4.25483 2.85480 -2.31873 -0.0201 -0.0020 -0.0173
H 2.98855 4.25424 1.52053 -0.0112 -0.0272 -0.0145
C 3.52284 2.84136 -1.23179 0.4636 -0.6610 0.2362
C 2.46781 3.74134 -1.49034 -0.8436 0.1232 -0.0015
H -0.87872 3.63494 -5.30935 0.0215 -0.0187 0.0034
H 0.21872 -1.82853 1.39688 -0.0706 -0.0165 -0.0803
```
Forces are in eV/Å.

charge: -1
calculated total energy: -116022.9212 eV

---

3.
C18H42As3CuN4O3S | wB97M-V/def2-TZVPD

The geometry in XYZ format:
```
72
Properties=species:S:1:pos:R:3:forces:R:3
N 2.00090 0.44106 4.69226 -0.0512 0.0911 -0.0785
H -2.84435 -3.65388 0.25529 -0.0851 -0.0344 -0.0018
H -1.76537 3.57864 -1.63409 -0.0262 0.0037 -0.0356
As -1.81554 2.05369 -3.68612 -0.0053 -0.0037 -0.0786
H -1.51945 -2.20221 -4.50797 -0.0146 0.0280 0.0183
H -1.15238 -2.80821 -2.05963 -0.0067 -0.0306 -0.0597
H 2.64230 -0.88674 3.20738 0.0114 -0.0201 -0.0242
H -2.90715 0.49992 0.39915 -0.0144 0.0066 -0.0093
H -3.43274 3.05849 -1.98235 0.0248 0.0228 0.0011
C -2.49237 3.39127 -2.42549 -0.0240 0.0226 0.0432
H -1.55240 0.87747 -1.48346 -0.0025 0.0083 0.0482
H -3.40588 1.07737 -5.43890 0.0095 -0.0064 -0.0005
C 2.94998 -0.25471 -2.14090 0.0250 -0.0813 0.1073
H 2.59156 -5.03571 0.69771 0.0294 0.0035 0.0435
H 0.16950 2.37698 -1.16500 0.0230 -0.0160 -0.0047
H 0.04301 0.31700 5.42896 -0.0198 -0.0170 0.0031
H -3.00919 -1.29613 -4.20346 0.0297 0.0060 -0.0023
H 0.59227 -1.63907 -3.18570 -0.0105 -0.0421 -0.0515
As -1.48379 -1.57971 0.03914 -0.0455 0.0977 -0.0143
O 0.94807 -2.73350 1.61509 0.0928 -0.0041 -0.0918
H -4.30349 1.55284 -3.97701 -0.0048 0.0069 -0.0213
H -0.53721 1.60398 2.10279 0.0046 0.0285 -0.0594
C -2.00635 0.53885 -2.42043 -0.0172 -0.1746 -0.0798
C 3.08179 -4.09923 0.95358 0.1342 -0.1066 0.2164
C 2.94018 1.48795 4.27430 -0.0643 -0.0259 -0.0234
H -3.15025 -0.71198 1.67117 -0.0461 0.0276 0.0162
H -3.91676 -0.93076 0.08528 -0.0479 -0.0027 -0.0086
C 2.11026 1.42905 2.05837 -0.0108 -0.0874 0.1235
H 0.96156 1.72918 5.97480 0.0085 0.0161 0.0161
H 0.38465 -0.00376 -3.82475 0.0414 0.0372 -0.0764
H 0.71321 3.50533 2.82803 -0.0111 0.0121 -0.0185
C -3.49770 1.82883 -4.65836 -0.0561 0.0321 0.0043
H -2.66310 4.32639 -2.95737 -0.0007 -0.0077 0.0145
H 1.94183 2.39974 -1.23359 0.0090 0.0534 0.0109
C -0.10475 1.02254 2.91951 0.1680 -0.0402 0.0799
C -1.92802 -3.32270 0.73809 0.1360 -0.0132 0.0140
C -3.03175 -0.56080 0.59915 -0.0060 0.0593 0.0989
N 2.39355 2.30207 3.17921 -0.0532 -0.0954 0.0461
H -1.11669 -4.01349 0.52869 0.0153 0.0118 -0.0292
C 1.72250 -0.42089 3.55816 0.0292 0.0677 -0.0157
H 3.02702 0.22438 -3.11494 0.0375 0.0172 -0.0561
H 3.02786 0.94808 1.71866 0.0263 -0.0280 -0.0249
H -2.07239 -3.26102 1.81337 0.0118 0.0117 0.0357
H 3.87051 1.02453 3.94532 0.0174 -0.0108 -0.0146
N 0.15888 1.89177 4.04717 0.1064 -0.0710 -0.0304
H -1.63534 -0.51295 -4.99967 0.0049 -0.0059 0.0092
H -2.79403 -2.16156 -1.96168 -0.0624 -0.0297 -0.0008
H 1.01938 -1.20258 3.84107 -0.0330 -0.0209 0.0082
H 3.13304 -1.32267 -2.22368 -0.0287 -0.0059 0.0150
H 3.98406 -3.95955 0.36162 -0.0242 -0.0595 -0.0044
N 1.13631 0.34862 2.41676 -0.3190 0.3932 -0.0756
C 0.75480 1.08399 5.12200 0.0476 -0.0054 -0.0631
S 1.98907 -2.79440 0.56049 0.5550 -0.9770 -0.2628
O 2.76642 -1.53488 0.60780 -0.1339 -0.1075 0.0310
H -3.74251 2.78124 -5.12753 -0.0120 -0.0083 -0.0159
O 1.43728 -3.07946 -0.75780 0.0241 0.1531 0.1178
C 1.13706 2.90660 3.63585 0.0190 -0.0639 0.0073
H 0.99676 2.24281 -2.73122 0.0226 0.0169 -0.0166
H 1.34464 3.56066 4.48161 0.0055 0.0122 0.0171
C 0.14324 -0.66365 -2.99107 0.0210 -0.0975 0.1012
H 1.68657 2.01414 1.24033 -0.0522 0.0299 -0.0290
H -0.81264 0.24723 3.21768 -0.0274 -0.0419 -0.0015
H 3.30596 -4.05099 2.01800 0.0487 -0.0279 -0.0621
C -1.91893 -1.22611 -4.22300 -0.0158 -0.0252 0.0005
Cu 0.67286 -0.78425 0.71171 -0.3484 0.6165 0.0625
H 3.66603 0.17891 -1.44809 0.0096 0.0021 0.0126
C -1.37530 -0.79553 -2.85438 -0.0626 0.1267 0.0238
H -3.07394 0.40450 -2.22206 -0.0130 -0.0140 -0.0138
C 1.04218 1.97566 -1.67704 0.0522 -0.0020 0.0745
As 1.15905 0.04366 -1.49280 -0.1341 0.3170 -0.0138
C -1.73722 -1.90785 -1.85979 0.0867 0.0562 0.0281
H 3.15291 2.13552 5.12379 0.0023 0.0160 0.0204
```
Forces are in eV/Å.

charge: +1
spin multiplicity: 2
calculated total energy: -269435.4058 eV